Entry 1:
Computed, not measured: C22H29F7MoN6S3SbSi as an isolated structure, with ωB97M-V with the def2-TZVPD basis set.

Computed properties:
* charge: 0
* 2S+1: 4
* HOMO level (spin up / spin down): -7.397 / -7.784 eV
* expectation value of S²: 3.779

CARTESIAN COORDINATES (ANGSTROEM)
Mo (1.181, 0.446, -0.104)
C (5.129, 1.975, 2.922)
S (5.503, 2.047, 1.159)
C (4.117, 1.283, 0.449)
S (2.972, 0.435, 1.428)
N (4.064, 1.335, -0.854)
N (2.962, 0.704, -1.329)
C (2.872, 0.521, -2.597)
C (1.705, -0.223, -3.030)
C (1.515, -0.660, -4.332)
C (0.454, -1.506, -4.604)
C (-0.366, -1.915, -3.563)
C (-0.125, -1.426, -2.292)
N (0.857, -0.562, -2.037)
H (5.915, 2.556, 3.402)
H (5.158, 0.954, 3.294)
H (4.163, 2.429, 3.131)
H (3.655, 0.848, -3.271)
H (2.213, -0.358, -5.101)
H (0.287, -1.866, -5.610)
H (-1.176, -2.612, -3.719)
H (-0.706, -1.741, -1.440)
C (-2.210, -0.808, 0.505)
Si (-0.824, -1.679, 1.454)
C (-1.180, -3.538, 1.328)
C (-0.996, -1.127, 3.231)
N (0.753, -1.449, 0.680)
C (1.733, -2.413, 0.978)
C (1.808, -3.045, 2.228)
C (2.773, -3.989, 2.539)
C (3.734, -4.348, 1.609)
C (3.700, -3.751, 0.359)
C (2.721, -2.826, 0.074)
F (2.735, -2.301, -1.181)
H (-3.062, -1.494, 0.432)
H (-1.926, -0.496, -0.507)
H (-2.508, 0.094, 1.045)
H (-1.266, -3.994, 2.317)
H (-0.398, -4.078, 0.794)
H (-2.126, -3.716, 0.810)
H (-1.932, -1.535, 3.628)
H (-1.052, -0.041, 3.302)
H (-0.192, -1.475, 3.881)
H (1.090, -2.767, 2.988)
H (2.775, -4.435, 3.526)
H (4.496, -5.077, 1.847)
H (4.420, -3.992, -0.412)
F (-0.199, 0.936, 1.136)
Sb (-1.145, 3.321, 2.070)
F (1.303, 2.375, -0.366)
F (0.124, 2.908, 3.522)
F (-2.098, 4.648, 3.106)
F (-2.240, 1.934, 2.830)
F (-2.685, 2.995, 0.496)
C (-3.704, 4.359, -2.085)
N (-4.275, 3.114, -1.591)
C (-5.259, 3.023, -0.641)
C (-5.355, 1.724, -0.279)
N (-4.423, 1.048, -1.022)
C (-3.759, 1.906, -1.796)
S (-2.388, 1.537, -2.828)
H (-4.462, 5.134, -2.020)
H (-3.393, 4.232, -3.118)
H (-2.856, 4.614, -1.447)
H (-5.761, 3.894, -0.261)
H (-5.966, 1.239, 0.458)
H (-4.134, 0.090, -0.881)
C (-1.118, 1.988, -1.741)
H (-0.174, 2.316, -2.153)
H (-1.448, 2.286, -0.748)

Here are the Mulliken charges for atoms 1 to 5, given in e: number 1, Mo, carries 0.406; number 2, C, carries -0.830; number 3, S, carries -0.021; number 4, C, carries 0.639; number 5, S, carries -0.298

***

Entry 2:
Computed, not measured: C15H38N3O9S2 as an isolated structure, with ωB97M-V with the def2-TZVPD basis set.

Computed properties:
* charge: -1
* HOMO level: -6.096 eV

CARTESIAN COORDINATES (ANGSTROEM)
C (-1.922, 0.275, 7.107)
C (-1.188, 0.438, 5.795)
O (-1.127, -0.860, 5.178)
C (-1.873, 1.439, 4.865)
S (-1.169, 3.095, 4.856)
O (-0.011, 3.044, 3.972)
O (-2.253, 3.953, 4.449)
N (-0.771, 3.402, 6.352)
S (0.740, 3.359, 6.830)
O (0.871, 4.177, 8.007)
O (1.292, 2.024, 6.895)
H (-2.999, 0.172, 6.947)
H (-1.745, 1.146, 7.738)
H (-1.560, -0.616, 7.622)
H (-0.171, 0.787, 6.004)
H (-0.596, -0.769, 4.379)
H (-2.931, 1.569, 5.093)
H (-1.790, 1.096, 3.831)
H (1.410, 3.976, 5.834)
C (2.129, 4.244, -3.520)
O (2.671, 3.285, -2.642)
C (3.188, 3.828, -1.430)
C (2.386, 3.355, -0.239)
N (1.040, 3.895, -0.274)
C (0.170, 3.440, 0.809)
C (-0.154, 1.956, 0.868)
O (-0.908, 1.480, -0.244)
C (-0.148, 1.018, -1.334)
H (1.824, 3.717, -4.424)
H (1.258, 4.753, -3.094)
H (2.870, 5.006, -3.789)
H (3.171, 4.922, -1.477)
H (4.226, 3.500, -1.329)
H (2.880, 3.705, 0.674)
H (2.423, 2.256, -0.221)
H (0.617, 3.668, -1.165)
H (-0.771, 3.988, 0.738)
H (0.614, 3.714, 1.768)
H (-0.765, 1.796, 1.757)
H (0.750, 1.344, 0.977)
H (0.791, 0.561, -1.002)
H (0.097, 1.809, -2.052)
H (-0.741, 0.264, -1.857)
C (-0.966, -2.684, -1.283)
O (-1.184, -2.478, -2.666)
C (-0.012, -2.185, -3.414)
C (0.297, -3.305, -4.384)
N (0.667, -4.519, -3.677)
C (0.860, -5.688, -4.520)
C (-0.344, -6.206, -5.300)
O (-1.380, -6.710, -4.477)
C (-2.361, -5.770, -4.086)
H (-1.945, -2.766, -0.814)
H (-0.397, -3.599, -1.086)
H (-0.433, -1.842, -0.833)
H (0.835, -2.016, -2.742)
H (-0.190, -1.264, -3.977)
H (1.134, -3.000, -5.021)
H (-0.580, -3.429, -5.036)
H (-0.034, -4.720, -2.974)
H (1.224, -6.502, -3.888)
H (1.655, -5.463, -5.240)
H (-0.009, -7.042, -5.919)
H (-0.748, -5.439, -5.973)
H (-2.542, -5.032, -4.873)
H (-2.089, -5.231, -3.173)
H (-3.283, -6.319, -3.899)

Here are the Mulliken charges for atoms 1 to 5, given in e: number 1, C, carries -1.448; number 2, C, carries 0.737; number 3, O, carries -0.630; number 4, C, carries -0.818; number 5, S, carries 1.279